{
  "formula": "C27H25FIO2",
  "method": "ωB97M-V with the def2-TZVPD basis set",
  "max_force_ev_per_a": 1.91,
  "e_above_lowest_ev": 0.000,
  "e_homo_ev": -10.95,
  "homo_lumo_gap_ev": 5.10,
  "spin_multiplicity": 1,
  "total_charge": 1,
  "e_tot_ha": -1591.55916,
  "species": ["F", "C", "C", "C", "C", "C", "C", "C", "C", "C", "C", "C", "C", "C", "H", "H", "H", "H", "H", "H", "H", "H", "H", "H", "C", "C", "C", "C", "C", "O", "C", "I", "C", "C", "C", "C", "C", "C", "C", "O", "C", "H", "H", "H", "H", "H", "H", "H", "H", "H", "H", "H", "H", "H", "H", "H"],
  "positions_angstrom": [[-3.780, 3.667, 2.518], [-2.645, 3.331, 1.825], [-2.720, 3.241, 0.435], [-1.614, 2.739, -0.236], [-0.434, 2.306, 0.449], [0.621, 1.742, -0.335], [2.026, 1.830, -0.119], [2.886, 1.642, -1.247], [4.263, 1.717, -1.145], [4.859, 1.857, 0.117], [4.046, 2.023, 1.243], [2.663, 2.067, 1.128], [-0.429, 2.438, 1.863], [-1.508, 2.980, 2.549], [-3.629, 3.525, -0.097], [-1.621, 2.666, -1.327], [0.323, 1.392, -1.328], [2.411, 1.441, -2.208], [4.880, 1.653, -2.044], [5.946, 1.884, 0.214], [4.491, 2.140, 2.234], [2.082, 2.248, 2.025], [0.415, 2.077, 2.441], [-1.475, 3.084, 3.631], [-3.907, -1.326, -2.862], [-2.573, -1.244, -2.125], [-2.728, -0.378, -0.879], [-2.097, -2.649, -1.727], [-0.700, -2.674, -1.100], [-0.420, -3.553, -0.281], [0.210, -1.627, -1.536], [2.200, -1.787, -0.941], [1.868, -2.187, 1.135], [2.071, -3.473, 1.624], [1.907, -3.715, 2.996], [1.522, -2.671, 3.846], [1.274, -1.393, 3.331], [1.428, -1.154, 1.957], [-0.078, -0.732, -2.624], [0.779, 0.006, -3.143], [-1.525, -0.688, -3.107], [-3.809, -1.964, -3.750], [-4.689, -1.743, -2.218], [-4.223, -0.330, -3.197], [-1.785, -0.317, -0.326], [-3.043, 0.638, -1.150], [-3.491, -0.824, -0.223], [-2.813, -3.090, -1.023], [-2.088, -3.256, -2.647], [2.339, -4.283, 0.950], [2.082, -4.717, 3.392], [1.413, -2.851, 4.918], [0.969, -0.572, 3.984], [1.211, -0.172, 1.534], [-1.586, -1.311, -4.015], [-1.773, 0.347, -3.380]],
  "forces_ev_per_angstrom": [[1.6478, -0.1763, -0.9557], [-1.3382, -0.0860, 0.5048], [0.3783, 0.0085, -0.0107], [0.2109, -0.3041, -0.0449], [-0.6899, -0.2597, 0.2818], [0.2208, 1.4207, -0.1456], [0.5773, -0.5210, -0.0287], [-0.6219, -0.0596, -0.1413], [0.2453, 0.0253, 0.1456], [-0.3616, 0.1935, -0.3932], [-0.3727, 0.0744, 0.3551], [0.3438, -0.0465, 0.1285], [-0.1787, 0.3666, 0.1127], [0.4291, -0.2804, -0.1845], [0.2740, -0.0422, 0.2177], [-0.1245, -0.0200, 0.3615], [0.1995, 0.1361, 0.0736], [0.1382, 0.0286, 0.1418], [-0.2231, -0.0802, 0.3273], [-0.3334, -0.0723, -0.0185], [-0.0940, 0.0093, -0.3826], [0.3213, -0.0061, -0.2388], [-0.3771, 0.0693, -0.0522], [-0.1872, -0.0791, -0.2429], [-0.0360, -0.0694, -0.0618], [0.3746, -0.0881, -0.1742], [-0.0992, -0.0032, 0.0392], [-0.2291, 0.3871, -0.1386], [0.1298, -0.6170, 0.4986], [0.1588, 0.7081, -0.6472], [-1.0810, -0.0652, -0.6926], [-0.5979, -0.4557, 0.5033], [-0.1979, 0.0081, 0.3560], [0.1268, -0.0221, 0.1053], [-0.0511, 0.4210, -0.2516], [0.0592, 0.0944, -0.1362], [0.0573, -0.2414, -0.3987], [0.1306, 0.0342, 0.1182], [0.6196, -0.0461, 0.5589], [-0.2027, -0.0778, 0.2814], [-0.1463, -0.1593, 0.2052], [-0.1096, 0.0902, 0.1427], [0.0956, 0.0702, -0.1174], [0.0033, -0.1743, 0.0745], [-0.1560, 0.0346, 0.0370], [-0.0427, -0.2068, 0.0697], [0.2031, 0.2382, -0.0984], [0.3242, -0.1232, -0.0741], [0.1424, -0.0709, 0.3578], [-0.0272, 0.1426, 0.1543], [-0.0891, 0.3481, -0.1548], [0.0150, 0.0397, -0.3766], [0.0497, -0.3385, -0.1821], [0.1034, -0.3298, 0.1955], [0.1716, 0.3396, 0.0919], [0.2168, -0.1662, -0.0961]]
}